Entry 1:
# C18H18BrFeO6

C18H18BrFeO6 as an isolated structure in a non-equilibrium geometry (wB97M-V/def2-TZVPD, the Open Molecules 2025 dataset).

Computed properties:
- E_LUMO (alpha / beta): 0.3 / -1.8 eV
- Charge: 0
- Frontier orbital gap (alpha / beta): 8.380 / 6.195 eV
- Calculated total energy: -135673.3944 eV
- Spin multiplicity: 6

Last column: natural (NBO) charge in e.
Geometry (Å):
Fe (1.32620, -0.29276, 1.02283)  1.829
C (0.47052, 6.42694, 3.22137)  -0.254
O (0.17428, 6.38262, 1.84355)  -0.482
C (0.36720, 5.23108, 1.16290)  0.360
C (0.05946, 5.29166, -0.21293)  -0.317
C (0.23906, 4.19401, -1.00907)  -0.108
C (0.68348, 2.96273, -0.49992)  -0.332
C (0.92451, 1.80237, -1.32250)  0.603
C (0.38614, 1.73344, -2.73431)  -0.697
O (1.53753, 0.80411, -0.90988)  -0.694
C (0.92141, 2.86723, 0.91995)  0.463
O (1.19477, 1.76754, 1.49947)  -0.786
C (0.80135, 4.04310, 1.70627)  -0.374
H (0.18384, 7.42606, 3.54208)  0.201
H (1.53749, 6.27348, 3.40620)  0.182
H (-0.10598, 5.68619, 3.78386)  0.181
H (-0.30633, 6.22176, -0.61706)  0.225
H (0.04504, 4.29271, -2.06395)  0.207
H (0.20215, 2.69978, -3.18574)  0.218
H (-0.55368, 1.17980, -2.70476)  0.244
H (1.07804, 1.16148, -3.34499)  0.241
H (1.03867, 3.93776, 2.75243)  0.224
C (1.49009, -6.61929, -2.02758)  -0.255
O (0.14294, -6.36445, -1.69374)  -0.482
C (-0.19874, -5.17008, -1.16383)  0.365
C (-1.55475, -5.05359, -0.77066)  -0.317
C (-2.00135, -3.93318, -0.13597)  -0.107
C (-1.15892, -2.83053, 0.12378)  -0.335
C (-1.57111, -1.68766, 0.88287)  0.601
C (-3.03159, -1.41600, 1.16746)  -0.692
O (-0.76696, -0.85012, 1.34656)  -0.720
C (0.19708, -2.89218, -0.38772)  0.471
O (0.99014, -1.90360, -0.36143)  -0.758
C (0.64628, -4.10478, -0.97936)  -0.379
H (1.50675, -7.64410, -2.39727)  0.201
H (2.14558, -6.53692, -1.15590)  0.184
H (1.84911, -5.94559, -2.81060)  0.181
H (-2.20389, -5.89291, -0.95462)  0.225
H (-3.02078, -3.92365, 0.21325)  0.208
H (-3.68420, -2.24616, 0.94001)  0.218
H (-3.33290, -0.55601, 0.57109)  0.243
H (-3.14573, -1.13477, 2.21106)  0.240
H (1.68539, -4.12308, -1.26984)  0.226
Br (2.81244, -1.26446, 2.39667)  -0.454

***

Entry 2:
# C4H6Cl2Si

One molecule with the formula C4H6Cl2Si in a non-equilibrium geometry (wB97M-V/def2-TZVPD, the Open Molecules 2025 dataset).

Computed properties:
- E_LUMO: 0.8 eV
- Charge: 0
- Frontier orbital gap: 10.917 eV
- ΔE to the lowest compared entry with this formula, charge and spin: 0.00 kcal/mol
- SMILES string: Cl[Si]1(Cl)C=CCC1
- Calculated total energy: -37170.7567 eV

Last column: natural (NBO) charge in e.
Geometry (Å):
C (-0.94898, -0.00117, -1.08579)  -0.110
C (0.32178, -0.03634, -1.47434)  -0.681
C (-1.26985, 0.06307, 0.37454)  -0.445
C (0.00732, -0.04897, 1.22717)  -0.872
Si (1.47455, -0.00770, 0.00398)  1.451
Cl (2.61076, 1.66531, 0.14654)  -0.355
Cl (2.70450, -1.61190, 0.15280)  -0.354
H (-1.78167, -0.00427, -1.77532)  0.205
H (0.59901, -0.07225, -2.51429)  0.231
H (-1.78088, 1.00943, 0.57148)  0.220
H (-1.97764, -0.73128, 0.62326)  0.218
H (0.04633, 0.75568, 1.95826)  0.246
H (-0.00524, -0.97961, 1.79172)  0.246